86
Properties=species:S:1:pos:R:3:forces:R:3 method="wB97M-V/def2-TZVPD" charge=0 homo_lumo_gap_ha=0.2362 homo_energy_ev=-7.19 max_force_ev_per_a=1.408
Y -0.35814 0.12613 0.21636 0.25 -1.03 -0.46
C -0.81484 -3.49414 0.89194 -0.07 -0.04 -0.06
N -0.27097 -2.26862 1.47065 -0.04 0.07 0.13
C -1.04436 -1.96202 2.69455 -0.03 -0.11 0.17
C 1.14430 -2.33163 1.74429 0.20 0.31 0.01
C 1.88342 -3.50604 1.75668 -0.05 -0.14 -0.07
C 3.24784 -3.49212 2.01817 0.01 -0.03 -0.01
C 3.88517 -2.28726 2.26405 0.03 0.00 0.01
C 3.16748 -1.10367 2.23497 -0.05 -0.09 -0.15
C 1.79008 -1.09687 1.98718 0.04 0.04 0.09
N 1.03447 0.06987 1.88412 0.85 0.19 1.11
C 1.29592 1.14471 2.71594 0.07 0.09 0.20
C 1.97971 1.04820 3.94348 -0.05 0.01 -0.05
C 2.22351 2.15967 4.72617 0.01 0.04 -0.02
C 1.78831 3.41422 4.32391 0.00 0.06 0.06
C 1.04345 3.51859 3.16161 0.00 0.02 -0.05
C 0.77669 2.40803 2.37508 0.04 -0.13 0.03
N -0.10166 2.50473 1.20558 0.21 0.11 0.36
C 0.42404 3.48650 0.23766 -0.04 -0.02 -0.12
C -1.43611 2.94514 1.66357 -0.11 0.01 -0.09
H -0.82031 -4.31722 1.61633 0.05 0.00 0.00
H -1.84628 -3.31592 0.59126 -0.01 0.03 0.03
H -0.23766 -3.79462 0.01924 -0.01 0.01 -0.01
H -1.02256 -2.81045 3.38909 0.06 -0.02 -0.04
H -0.63154 -1.09273 3.20006 0.00 0.03 -0.06
H -2.07628 -1.76790 2.41417 -0.07 0.05 0.00
H 1.40732 -4.45897 1.56815 -0.06 0.04 -0.01
H 3.80218 -4.42127 2.02533 -0.01 0.00 0.02
H 4.94585 -2.26492 2.48258 0.01 0.00 -0.07
H 3.67381 -0.15730 2.36840 0.00 0.00 0.07
H 2.31057 0.07891 4.28817 0.03 -0.02 -0.03
H 2.75765 2.04474 5.66132 0.00 -0.01 -0.01
H 2.00036 4.29352 4.91725 -0.02 -0.01 0.01
H 0.65893 4.48804 2.86850 -0.01 -0.01 -0.02
H 0.39270 4.50422 0.64014 0.04 -0.03 0.06
H 1.45996 3.24108 0.00391 -0.01 -0.03 -0.03
H -0.17572 3.46909 -0.67218 0.03 -0.03 0.00
H -1.39360 3.93798 2.12159 0.04 0.00 -0.01
H -2.12142 2.99562 0.81744 0.02 -0.02 0.00
H -1.82252 2.24064 2.39822 -0.01 -0.01 -0.03
O -2.03002 3.01202 -2.33059 -0.01 -0.08 0.07
C -2.07506 1.99917 -1.64831 -0.10 0.36 -0.22
O -1.06330 1.22082 -1.44635 -0.53 0.70 -0.65
C -3.39452 1.60084 -1.00934 0.30 -0.29 0.19
C -4.52998 2.16347 -1.54389 -0.34 0.16 -0.06
C -5.79355 1.83026 -1.06863 0.57 -0.20 0.11
C -5.93270 0.88650 -0.07180 -0.23 -0.13 0.02
C -4.80738 0.29408 0.45846 0.63 0.50 -0.33
C -3.47476 0.67481 0.07903 -0.75 0.03 -0.03
O -2.44737 0.22775 0.71505 -0.44 -0.02 0.06
N -5.02353 -0.77388 1.41650 -0.43 -0.61 0.01
O -6.01281 -0.71658 2.12357 0.22 0.18 0.06
O -4.27125 -1.73677 1.38730 0.16 0.21 0.00
N -6.97372 2.44484 -1.64452 -0.39 0.21 -0.10
O -6.81683 3.24760 -2.54684 0.02 -0.12 0.10
O -8.06002 2.13042 -1.18628 0.17 0.00 -0.06
H -4.42184 2.88407 -2.34217 0.02 -0.01 -0.01
H -6.91167 0.58435 0.27052 0.00 0.05 0.02
C -1.75459 -3.04191 -3.71067 0.01 0.03 0.06
C -2.66238 -2.53586 -2.79448 0.06 -0.06 -0.01
C -2.18285 -1.85009 -1.69282 -0.10 0.06 -0.03
N -0.88330 -1.62378 -1.47630 -0.03 -0.31 -0.38
C -0.01615 -2.13754 -2.35278 0.09 0.00 -0.03
C -0.40179 -2.85257 -3.47292 -0.05 -0.02 -0.02
H -2.09406 -3.57621 -4.58813 0.01 -0.01 0.00
H -3.72825 -2.66495 -2.91879 0.00 -0.01 0.00
H -2.87096 -1.46905 -0.95048 0.01 0.00 0.02
H 1.03438 -1.96793 -2.14812 -0.01 0.01 0.02
H 0.34812 -3.24639 -4.14460 0.01 0.02 0.00
C 1.80453 1.76556 -2.85548 -0.14 0.00 0.13
C 2.32742 0.61221 -2.05745 0.17 0.11 -0.11
O 1.70182 0.13192 -1.11897 -0.35 0.09 0.18
C 3.63766 0.01623 -2.40546 0.24 -0.26 0.01
C 4.14830 -0.98467 -1.57280 -0.14 0.05 0.04
C 5.34028 -1.61299 -1.88087 0.04 -0.03 -0.01
C 6.03570 -1.25264 -3.02840 -0.06 0.04 0.01
C 5.54996 -0.24115 -3.84627 0.10 -0.03 -0.04
C 4.35993 0.39464 -3.53759 -0.10 0.06 0.04
H 0.81661 2.04623 -2.50021 -0.02 0.00 0.00
H 1.73551 1.48670 -3.90805 0.04 0.01 -0.02
H 2.49176 2.61065 -2.77818 0.03 -0.02 -0.03
H 3.59451 -1.25063 -0.67968 0.04 -0.03 0.00
H 5.72981 -2.38162 -1.22628 -0.02 -0.01 -0.01
H 6.95613 -1.75966 -3.28717 0.03 0.03 0.03
H 6.10334 0.05370 -4.72801 -0.01 -0.01 -0.01
H 3.99915 1.18215 -4.18564 -0.04 -0.01 0.01